Entry 1:
24
Properties=species:S:1:pos:R:3 method="wB97M-V/def2-TZVPD" energy_ha=-611.5047 multiplicity=1 homo_lumo_gap_ev=9.973 smiles=O.O.O.O.O.O.O.O de_lowest_kcal_mol=48.90
O -2.20 -0.73 -1.55
H -2.37 -1.63 -1.85
H -1.42 -0.81 -1.00
O 3.39 -0.50 -1.11
H 3.57 0.07 -0.36
H 3.75 -0.02 -1.86
O -1.81 1.63 1.68
H -2.01 0.72 1.88
H -1.57 2.01 2.52
O 0.23 -0.26 -0.25
H 1.13 -0.10 -0.55
H 0.22 0.05 0.65
O 0.60 0.91 -3.45
H 0.03 1.28 -2.76
H 0.25 1.27 -4.26
O 0.32 -3.06 1.96
H 0.20 -2.14 2.19
H 1.24 -3.12 1.70
O 0.32 -0.44 2.85
H 0.79 0.39 2.73
H 0.34 -0.60 3.79
O -1.65 2.02 -1.19
H -1.71 1.13 -1.54
H -1.67 1.90 -0.24

=====

Entry 2:
24
Properties=species:S:1:pos:R:3 method="wB97M-V/def2-TZVPD" energy_ha=-611.5312 multiplicity=1 homo_lumo_gap_ev=11.580 smiles=O.O.O.O.O.O.O.O de_lowest_kcal_mol=32.29
O 1.16 0.31 -1.49
H 0.28 -0.05 -1.66
H 1.62 -0.52 -1.37
O 0.18 -1.15 1.74
H -0.65 -0.70 2.01
H 0.86 -0.40 1.69
O 0.87 2.51 0.04
H 0.91 1.89 -0.69
H 1.29 3.30 -0.28
O -1.86 0.41 -1.44
H -1.81 0.92 -0.66
H -2.08 -0.49 -1.16
O -1.94 -2.35 -0.77
H -1.17 -2.83 -0.56
H -2.58 -3.02 -1.04
O -1.87 2.44 1.25
H -2.39 3.27 0.99
H -1.07 2.49 0.74
O 0.92 -2.71 -0.67
H 0.65 -2.16 0.12
H 1.72 -3.19 -0.26
O 2.45 0.34 1.19
H 2.62 1.06 1.82
H 1.89 0.63 0.46

=====

Entry 3:
24
Properties=species:S:1:pos:R:3 method="wB97M-V/def2-TZVPD" energy_ha=-611.5046 multiplicity=1 homo_lumo_gap_ev=11.187 smiles=O.O.O.O.O.O.O.O de_lowest_kcal_mol=48.97
O -2.95 1.71 -0.21
H -3.64 2.35 -0.30
H -2.46 1.81 0.61
O 1.92 -0.99 0.54
H 1.21 -1.55 0.22
H 2.59 -1.38 1.06
O -0.25 -2.59 0.60
H -0.86 -2.90 -0.11
H -0.69 -1.75 0.84
O 3.59 0.05 -1.40
H 2.84 -0.26 -0.88
H 3.87 0.85 -1.06
O 1.40 1.51 -2.06
H 1.32 2.27 -1.45
H 2.20 1.07 -1.84
O -4.00 -0.99 -0.11
H -3.36 -1.27 0.53
H -4.04 -0.04 -0.13
O 1.26 0.87 2.49
H 1.02 0.30 3.23
H 1.29 0.37 1.66
O -0.69 -0.02 -0.43
H -1.45 0.50 -0.61
H -0.10 0.10 -1.19

=====

Entry 4:
24
Properties=species:S:1:pos:R:3 method="wB97M-V/def2-TZVPD" energy_ha=-611.4771 multiplicity=1 homo_lumo_gap_ev=10.446 smiles=O.O.O.O.O.O.O.O de_lowest_kcal_mol=66.22
O 0.96 -1.55 1.19
H 1.92 -1.66 1.12
H 0.61 -2.33 0.74
O -1.82 0.98 -1.23
H -0.98 0.59 -1.50
H -2.43 0.24 -1.22
O 4.54 -0.59 -0.99
H 4.02 -0.69 -1.79
H 5.35 -1.08 -1.18
O -1.63 2.22 3.83
H -1.06 1.92 4.55
H -1.35 1.69 3.08
O -3.74 -1.52 -0.85
H -3.10 -1.54 -1.57
H -3.21 -1.36 -0.07
O 1.93 -0.72 -3.44
H 2.43 -0.79 -4.26
H 2.22 -1.48 -2.92
O 1.47 1.32 0.41
H 2.11 0.60 0.31
H 0.85 1.18 -0.32
O -2.07 0.30 1.46
H -2.67 1.05 1.53
H -1.85 0.26 0.52

=====

Entry 5:
24
Properties=species:S:1:pos:R:3 method="wB97M-V/def2-TZVPD" energy_ha=-611.5030 multiplicity=1 homo_lumo_gap_ev=9.992 smiles=O.O.O.O.O.O.O.O de_lowest_kcal_mol=49.95
O 0.22 -2.00 -2.52
H 0.72 -1.47 -1.89
H 0.73 -2.81 -2.64
O 0.03 3.65 0.00
H 0.27 2.80 -0.38
H 0.86 4.00 0.34
O -3.66 -0.66 2.31
H -3.50 -0.84 3.23
H -3.16 -1.31 1.81
O 1.87 -0.65 1.55
H 1.39 -1.36 1.99
H 2.75 -0.67 1.96
O -0.23 0.44 -0.20
H -0.81 -0.33 -0.13
H 0.49 0.30 0.43
O -1.96 -1.81 0.06
H -1.91 -2.71 0.41
H -2.58 -1.87 -0.67
O 3.17 2.14 1.03
H 2.63 1.43 1.39
H 3.69 1.74 0.33
O -0.46 0.98 -3.02
H -0.31 0.92 -2.06
H -0.22 0.11 -3.34

=====

Entry 6:
24
Properties=species:S:1:pos:R:3 method="wB97M-V/def2-TZVPD" energy_ha=-611.4633 multiplicity=1 homo_lumo_gap_ev=9.921 smiles=O.O.O.O.O.O.O.O de_lowest_kcal_mol=74.89
O -0.31 -0.22 -0.17
H -0.97 -0.35 0.52
H -0.14 -1.10 -0.51
O 0.85 3.26 2.01
H 0.88 3.91 2.72
H 0.04 3.46 1.54
O -1.86 -4.12 -1.94
H -2.26 -4.83 -1.42
H -1.89 -3.35 -1.36
O 1.16 0.48 1.57
H 1.02 -0.22 0.92
H 1.31 1.27 1.04
O 0.74 2.86 -2.37
H 0.18 3.50 -1.93
H 0.59 2.04 -1.88
O 2.67 -1.10 3.43
H 3.35 -1.74 3.21
H 1.85 -1.50 3.11
O -2.89 0.97 0.21
H -2.24 1.64 -0.03
H -3.09 1.15 1.13
O 0.23 -2.03 -2.89
H 0.97 -1.55 -3.28
H -0.22 -2.42 -3.65

=====

Entry 7:
25
Properties=species:S:1:pos:R:3 method="wB97M-V/def2-TZVPD" charge=+2 energy_ha=-803.8672 multiplicity=1 homo_lumo_gap_ev=11.944 de_lowest_kcal_mol=2.90
Pb 9.82 -16.55 21.43
O 10.94 -15.58 19.13
H 10.82 -15.71 18.18
H 11.85 -15.28 19.23
O 10.22 -17.34 24.06
H 11.13 -17.13 24.32
H 10.09 -18.25 24.37
O 9.31 -19.10 21.41
H 9.93 -19.79 21.15
H 8.50 -19.56 21.67
O 12.14 -17.94 21.00
H 13.08 -17.74 21.09
H 12.07 -18.34 20.13
O 7.87 -17.01 19.57
H 6.99 -16.63 19.39
H 7.87 -17.86 19.12
O 7.74 -16.21 23.03
H 7.76 -16.25 24.00
H 6.88 -16.56 22.77
O 9.11 -13.94 21.09
H 8.46 -13.79 20.39
H 9.59 -13.10 21.15
O 11.91 -15.11 22.23
H 12.51 -15.30 22.96
H 11.95 -14.15 22.13

=====

Entry 8:
25
Properties=species:S:1:pos:R:3 method="wB97M-V/def2-TZVPD" energy_ha=-591.2386 multiplicity=1 homo_lumo_gap_ev=3.603 de_lowest_kcal_mol=260.76
N 1.06 -1.03 1.89
H -0.79 -0.10 -2.75
H 1.09 -1.51 2.77
H 1.92 -0.54 1.68
H -1.26 -1.68 -0.20
H 0.19 -1.56 0.56
O -0.29 -1.89 -0.31
H 0.35 -0.29 1.86
H 1.30 2.36 -1.47
O 1.41 1.71 -0.76
H -3.51 1.37 0.22
H -2.64 -0.04 0.50
O -2.63 0.98 0.30
H 1.17 0.35 -1.77
H 0.69 -1.04 -1.49
O 1.40 -0.61 -2.00
H -1.40 1.50 0.34
H 0.20 1.79 0.29
O -0.58 1.54 0.86
H 3.99 0.64 0.45
H 2.48 1.15 -0.14
O 3.06 0.77 0.65
H -1.33 -0.52 -2.44
H -3.33 -1.90 0.32
O -2.53 -1.46 0.62

=====

Entry 9:
25
Properties=species:S:1:pos:R:3 method="wB97M-V/def2-TZVPD" charge=+1 energy_ha=-611.8363 multiplicity=1 homo_lumo_gap_ev=9.691 de_lowest_kcal_mol=47.05
O -18.09 18.72 -5.82
H -18.28 18.24 -6.71
H -18.28 18.02 -5.14
H -17.15 19.05 -5.74
O -15.44 18.81 -5.36
H -14.64 18.96 -5.80
H -15.50 17.88 -5.14
O -16.58 19.14 -8.14
H -15.89 19.81 -8.17
H -16.00 18.43 -8.03
O -19.32 16.62 -4.49
H -20.21 16.38 -4.42
H -19.08 16.64 -3.58
O -15.39 21.35 -4.49
H -15.22 20.46 -4.88
H -16.34 21.56 -4.56
O -18.70 16.69 -7.44
H -19.56 16.29 -7.25
H -18.03 16.02 -7.26
O -18.11 20.51 -3.37
H -17.64 19.80 -2.97
H -18.38 21.15 -2.71
O -17.10 18.09 -2.69
H -17.84 17.64 -2.23
H -16.37 17.45 -2.57

=====

Entry 10:
26
Properties=species:S:1:pos:R:3 method="wB97M-V/def2-TZVPD" charge=-1 energy_ha=-687.3874 multiplicity=1 homo_lumo_gap_ev=8.395 de_lowest_kcal_mol=40.61
O 2.46 -3.21 0.48
H -0.68 1.71 -2.26
H 0.92 0.02 1.25
O 3.15 0.94 -1.17
H -3.29 1.98 -1.65
O -1.80 0.03 2.94
H -1.13 -0.54 3.31
H -1.39 0.66 2.33
O -3.32 1.89 -0.70
H 0.06 2.67 0.89
H -3.11 -0.73 -0.78
O 1.52 -0.25 1.96
H 2.10 -2.94 1.33
H -2.85 1.10 -0.42
O 0.18 1.74 0.67
H -1.62 -0.40 -0.31
H 2.54 1.31 -0.51
O -0.81 1.21 -1.46
H -0.35 1.69 -0.37
H 2.83 0.03 -1.21
O 1.57 -1.77 -2.10
H 1.08 -1.86 -2.93
H 0.95 -2.22 -1.54
O -2.44 -0.88 -0.11
H 1.49 0.51 2.54
H 1.95 -2.67 -0.14

=====

Computed HOMO (eV) in order:
-10.30 -11.15 -11.02 -10.82 -10.40 -9.89 -18.18 -10.17 -13.45 -5.28